This record from OMol25 describes a 3-piece molecular cluster, C21H32ClN4O6PS overall at a distorted geometry. The level of theory is wB97M-V/def2-TZVPD.

Geometry as XYZ:
```
66
C21H32ClN4O6PS (wB97M-V/def2-TZVPD)
C 0.65 -1.01 2.17
C 0.67 0.17 1.42
P 2.21 0.89 0.60
C 2.09 -0.48 -0.77
N 2.72 -1.74 -0.26
C 1.89 2.20 -0.73
C 3.17 2.95 -1.22
C 3.30 4.45 -0.83
C 1.99 5.28 -0.80
S 1.19 5.62 -2.40
O -0.27 5.45 -2.21
O 1.49 7.01 -2.79
Cl 1.76 4.30 -3.87
C 2.35 2.24 1.94
C 2.98 1.81 3.31
N 3.27 3.07 4.09
N 2.06 1.04 4.14
N 4.25 1.10 3.20
H 0.52 -0.92 3.26
H 0.70 -2.02 1.74
H -0.26 0.75 1.33
H 3.54 0.41 0.79
H 1.05 -0.72 -1.02
H 2.69 -0.20 -1.67
H 2.98 -1.65 0.71
H 2.08 -2.51 -0.37
H 1.48 1.66 -1.60
H 1.07 2.84 -0.36
H 3.28 2.77 -2.30
H 4.04 2.44 -0.77
H 3.80 4.59 0.14
H 3.96 4.93 -1.57
H 1.22 4.88 -0.12
H 2.24 6.27 -0.39
H 1.33 2.60 2.18
H 2.93 3.11 1.59
H 4.08 3.49 3.64
H 2.50 3.71 3.93
H 2.51 0.78 5.01
H 1.24 1.59 4.33
H 4.86 1.43 3.94
H 4.72 1.30 2.34
O -6.14 -1.33 -0.62
C -4.99 -0.94 -0.65
C -3.86 -1.89 -0.54
C -2.60 -1.46 -0.57
C -2.28 -0.02 -0.72
O -1.13 0.37 -0.75
C -3.41 0.93 -0.83
C -4.67 0.50 -0.79
H -4.11 -2.93 -0.43
H -1.76 -2.13 -0.49
H -3.16 1.97 -0.93
H -5.51 1.18 -0.87
O -3.21 -4.58 -0.68
C -3.75 -5.55 -1.19
C -3.04 -6.40 -2.17
C -3.63 -7.45 -2.73
C -5.03 -7.81 -2.40
O -5.58 -8.77 -2.91
C -5.75 -6.95 -1.42
C -5.15 -5.90 -0.86
H -2.02 -6.13 -2.39
H -3.13 -8.09 -3.44
H -6.77 -7.22 -1.20
H -5.66 -5.26 -0.15
```

Output
* HOMO: -0.2553 hartree
* energy: -73178.7800 eV

These are the Mulliken partial charges, in e, on atoms 1 to 8:
1 C -0.879
2 C -0.402
3 P 0.847
4 C -0.508
5 N -0.706
6 C -0.651
7 C -1.009
8 C -0.980